The following is a DFT calculation (ωB97M-V with the def2-TZVPD basis set) of 2 unconnected molecules or ions with the total composition C4H9INO.

Output
ΔE to the lowest compared entry with this formula, charge and spin ... 475.1 kJ/mol
Maximum force ... 3.66 eV/A
Gap between HOMO and LUMO (spin up / spin down) ... 7.0 / 9.1 eV
Energy ... -15920.0196 eV
LUMO energy (spin up / spin down) ... -5.3223 / -3.7618 eV

```
! wB97M-V def2-TZVPD RIJCOSX def2/J DEFGRID3
* xyz 1 1
C 0.56 -1.89 -0.50
C -0.22 -1.90 0.82
C -0.94 0.07 -0.04
C -0.46 2.90 0.82
N 0.07 -0.58 -1.07
O -0.57 -0.52 1.07
I -3.05 0.13 -0.17
H 1.63 -1.76 -0.23
H 0.42 -2.74 -1.20
H -1.21 -2.61 0.79
H 0.40 -2.14 1.62
H 0.25 2.24 1.25
H -1.40 2.66 1.27
H -0.32 3.92 0.42
H 0.73 0.21 -1.00
H -0.41 -0.60 -2.00
*
```

Mulliken atomic charge list, values in e, 2 entries:
1. C -0.37
2. C -0.32

The following is a DFT calculation (ωB97M-V with the def2-TZVPD basis set) of a molecular structure, C4H9INO.

Output
ΔE to the lowest compared entry with this formula, charge and spin ... 166.7 kJ/mol
Maximum force ... 3.63 eV/A
Gap between HOMO and LUMO ... 9.6 eV
Energy ... -15923.2165 eV
LUMO energy ... -4.7445 eV

```
! wB97M-V def2-TZVPD RIJCOSX def2/J DEFGRID3
* xyz 1 1
C -0.12 1.35 -1.61
C -0.05 -1.78 0.81
C -0.24 -0.98 -0.46
C -0.48 0.53 -0.37
N 0.82 1.21 0.97
O 0.62 2.29 -1.70
I -2.40 1.12 0.28
H -0.63 0.94 -2.63
H -0.30 -2.81 0.58
H -0.76 -1.56 1.55
H 0.91 -1.70 1.21
H -1.22 -1.35 -0.89
H 0.74 -1.13 -1.15
H 1.70 1.35 0.41
H 0.94 0.41 1.52
H 0.47 2.11 1.46
*
```

Mulliken atomic charge list, values in e, 2 entries:
1. C -0.05
2. C -1.48

The following is a DFT calculation (ωB97M-V with the def2-TZVPD basis set) of 2 unconnected molecules or ions with the total composition C4H9INS.

Output
ΔE to the lowest compared entry with this formula, charge and spin ... 178.9 kJ/mol
Maximum force ... 3.10 eV/A
Gap between HOMO and LUMO ... 7.3 eV
Energy ... -24710.5517 eV
LUMO energy ... -5.5197 eV

```
! wB97M-V def2-TZVPD RIJCOSX def2/J DEFGRID3
* xyz 1 1
C 0.50 0.47 1.81
C -0.09 0.14 0.67
C 1.01 -2.05 -1.20
C -1.23 0.74 -0.09
N 0.89 -2.63 -2.36
S 2.20 -1.08 -0.54
I 3.70 -0.37 -2.29
H 1.30 -0.19 2.14
H 0.27 1.33 2.34
H -0.02 -0.94 0.23
H 0.33 -2.56 -0.46
H -0.81 1.28 -1.01
H -1.86 1.48 0.41
H -1.79 -0.20 -0.30
H 0.63 -3.63 -2.24
H 1.42 -2.35 -3.20
*
```

Mulliken atomic charge list, values in e, 2 entries:
1. C -0.76
2. C 0.56

The following is a DFT calculation (ωB97M-V with the def2-TZVPD basis set) of 2 unconnected molecules or ions with the total composition C4H9IOS.

Output
ΔE to the lowest compared entry with this formula, charge and spin ... 87.4 kJ/mol
Maximum force ... 3.14 eV/A
⟨S²⟩ ... 2.01
Gap between HOMO and LUMO (spin up / spin down) ... 8.0 / 8.5 eV
Energy ... -25272.7061 eV
LUMO energy (spin up / spin down) ... 0.3272 / -0.6471 eV

```
! wB97M-V def2-TZVPD RIJCOSX def2/J DEFGRID3
* xyz 0 3
C 1.87 -2.24 -0.60
C -2.08 2.92 -0.66
C 1.54 -1.81 0.80
C -0.29 0.18 -0.07
O -2.61 3.23 0.59
S 1.07 0.03 0.99
I -1.95 -1.18 0.21
H 1.04 -1.95 -1.17
H 2.78 -1.87 -0.91
H 1.88 -3.29 -0.43
H -2.67 2.62 -1.50
H -1.14 3.23 -0.88
H 2.22 -1.95 1.58
H 0.70 -2.27 1.23
H -0.47 1.19 -0.34
H -1.90 3.17 1.17
*
```

Mulliken atomic charge list, values in e, 2 entries:
1. C -0.91
2. C -0.78

The following is a DFT calculation (ωB97M-V with the def2-TZVPD basis set) of 2 unconnected molecules or ions with the total composition C4H9N.

Output
ΔE to the lowest compared entry with this formula, charge and spin ... 350.8 kJ/mol
Maximum force ... 3.82 eV/A
⟨S²⟩ ... 0.76
Gap between HOMO and LUMO (spin up / spin down) ... 6.0 / 5.9 eV
Energy ... -5778.5519 eV
LUMO energy (spin up / spin down) ... 4.5875 / 4.5242 eV

```
! wB97M-V def2-TZVPD RIJCOSX def2/J DEFGRID3
* xyz -1 2
C 1.88 0.08 0.23
C 1.03 0.17 -0.96
C -0.21 -0.60 -0.63
C -0.99 0.98 0.44
N -0.87 -0.32 0.48
H 1.42 0.75 0.95
H 2.93 0.27 -0.01
H 1.66 -0.84 0.84
H 0.84 1.19 -1.27
H 1.68 -0.43 -1.72
H -0.68 -1.24 -1.30
H -3.24 -0.58 0.81
H -1.54 1.40 1.32
H -3.92 -0.82 0.83
*
```

Mulliken atomic charge list, values in e, 2 entries:
1. C -1.05
2. C -0.34

The following is a DFT calculation (ωB97M-V with the def2-TZVPD basis set) of 2 unconnected molecules or ions with the total composition C4H9N.

Output
ΔE to the lowest compared entry with this formula, charge and spin ... 423.8 kJ/mol
Maximum force ... 0.34 eV/A
Gap between HOMO and LUMO ... 8.5 eV
Energy ... -5779.4200 eV
LUMO energy ... 1.1444 eV

```
! wB97M-V def2-TZVPD RIJCOSX def2/J DEFGRID3
* xyz 0 1
C -1.61 0.40 -0.53
C -0.64 0.67 0.60
C 0.00 -0.44 1.34
N 0.73 0.21 0.43
C 1.76 0.41 -0.32
H -2.62 0.22 -0.14
H -1.67 1.24 -1.23
H -1.30 -0.50 -1.08
H -0.70 1.68 1.02
H 0.49 -2.16 -0.32
H 0.24 -0.65 2.37
H 2.69 -0.11 -0.10
H 0.95 -2.07 -0.90
H 1.67 1.10 -1.15
*
```

Mulliken atomic charge list, values in e, 2 entries:
1. C -1.09
2. C 0.18

The following is a DFT calculation (ωB97M-V with the def2-TZVPD basis set) of C4H9N in the gas phase.

Output
ΔE to the lowest compared entry with this formula, charge and spin ... 115.6 kJ/mol
Structure (SMILES) ... C=C(C)NC
Maximum force ... 5.72 eV/A
Gap between HOMO and LUMO ... 9.1 eV
Energy ... -5782.6136 eV
LUMO energy ... 1.0931 eV

```
! wB97M-V def2-TZVPD RIJCOSX def2/J DEFGRID3
* xyz 0 1
C 1.98 -0.10 0.13
C -1.79 -0.69 0.12
N 0.70 -0.58 -0.32
C -0.59 0.17 -0.07
C -0.48 1.44 -0.34
H 0.61 -1.58 -0.21
H 2.20 0.87 -0.33
H 2.05 0.03 1.22
H 2.79 -0.77 -0.18
H -2.69 -0.09 0.17
H -1.70 -1.26 1.05
H -1.89 -1.40 -0.70
H 0.36 2.11 -0.30
H -1.54 1.84 -0.23
*
```

Mulliken atomic charge list, values in e, 2 entries:
1. C -0.90
2. C -1.26

The following is a DFT calculation (ωB97M-V with the def2-TZVPD basis set) of C4H9N in the gas phase.

Output
ΔE to the lowest compared entry with this formula, charge and spin ... 181.7 kJ/mol
Structure (SMILES) ... C=C(C)CN
Maximum force ... 5.09 eV/A
Gap between HOMO and LUMO ... 10.2 eV
Energy ... -5781.9292 eV
LUMO energy ... 1.0516 eV

```
! wB97M-V def2-TZVPD RIJCOSX def2/J DEFGRID3
* xyz 0 1
C -1.74 -0.63 -0.12
C -0.48 0.40 0.14
C -0.30 1.67 0.12
C 0.73 -0.52 0.26
H -1.84 -1.16 0.84
H -2.65 0.01 -0.42
H -1.48 -1.35 -0.89
H 0.70 2.06 0.01
H -1.21 2.33 -0.04
H 0.84 -0.91 1.35
H 0.24 -1.45 -0.33
H 2.76 -0.71 0.22
H 2.34 0.25 -1.02
N 2.08 0.00 -0.12
*
```

Mulliken atomic charge list, values in e, 2 entries:
1. C -1.08
2. C 0.43

The following is a DFT calculation (ωB97M-V with the def2-TZVPD basis set) of 2 unconnected molecules or ions with the total composition C4H9N.

Output
ΔE to the lowest compared entry with this formula, charge and spin ... 193.5 kJ/mol
Structure (SMILES) ... C=CN.C=C
Maximum force ... 1.38 eV/A
Gap between HOMO and LUMO ... 9.1 eV
Energy ... -5781.8067 eV
LUMO energy ... 1.1205 eV

```
! wB97M-V def2-TZVPD RIJCOSX def2/J DEFGRID3
* xyz 0 1
C 1.82 0.58 -1.46
C 1.01 0.10 -2.40
H 2.88 0.62 -1.67
H 1.31 1.10 -0.67
H 1.31 -0.01 -3.43
H -0.05 0.01 -2.20
C -0.41 0.78 1.49
C -0.70 -0.53 1.43
N -1.90 -1.14 1.68
H -1.23 1.47 1.34
H 0.64 0.98 1.60
H 0.09 -1.20 1.12
H -1.98 -2.09 1.36
H -2.78 -0.66 1.78
*
```

Mulliken atomic charge list, values in e, 2 entries:
1. C -0.43
2. C -0.53

The following is a DFT calculation (ωB97M-V with the def2-TZVPD basis set) of C4H9N in the gas phase.

Output
ΔE to the lowest compared entry with this formula, charge and spin ... 105.6 kJ/mol
Structure (SMILES) ... C[C@H]1N[C@@H]1C
Maximum force ... 1.81 eV/A
Gap between HOMO and LUMO ... 10.6 eV
Energy ... -5782.7171 eV
LUMO energy ... 1.1510 eV

```
! wB97M-V def2-TZVPD RIJCOSX def2/J DEFGRID3
* xyz 0 1
C 1.08 -0.60 -1.42
C -0.11 -0.05 -0.73
C -0.20 -0.09 0.72
C -0.72 1.14 1.46
H 0.74 -0.91 -2.41
H 1.54 -1.44 -0.83
H 1.82 0.26 -1.48
H -0.59 0.84 -1.18
H -0.59 -1.87 -0.13
H 0.61 -0.68 1.12
H 0.14 1.86 1.66
H -1.12 0.88 2.49
H -1.49 1.61 0.83
N -1.12 -0.95 -0.09
*
```

Mulliken atomic charge list, values in e, 2 entries:
1. C -1.15
2. C -0.09

The following is a DFT calculation (ωB97M-V with the def2-TZVPD basis set) of 2 unconnected molecules or ions with the total composition C4H9N.

Output
ΔE to the lowest compared entry with this formula, charge and spin ... 359.7 kJ/mol
Structure (SMILES) ... CN1C=C1.C
Maximum force ... 0.24 eV/A
Gap between HOMO and LUMO ... 9.5 eV
Energy ... -5780.0842 eV
LUMO energy ... 1.1705 eV

```
! wB97M-V def2-TZVPD RIJCOSX def2/J DEFGRID3
* xyz 0 1
C 1.37 2.16 0.15
C 0.41 -1.15 0.63
C -0.67 -1.31 1.28
N -0.78 -0.45 0.08
C -1.37 -1.11 -1.09
H 1.71 2.47 1.14
H 2.17 1.61 -0.35
H 1.12 3.04 -0.45
H 1.47 -1.22 0.43
H 0.48 1.52 0.24
H -1.30 -1.62 2.10
H -1.22 -2.20 -1.08
H -2.44 -0.90 -1.11
H -0.91 -0.70 -2.00
*
```

Mulliken atomic charge list, values in e, 2 entries:
1. C -0.83
2. C -0.36

The following is a DFT calculation (ωB97M-V with the def2-TZVPD basis set) of C4H9N in the gas phase.

Output
ΔE to the lowest compared entry with this formula, charge and spin ... 76.1 kJ/mol
Structure (SMILES) ... C=CCNC
Maximum force ... 0.54 eV/A
Gap between HOMO and LUMO ... 10.1 eV
Energy ... -5783.0236 eV
LUMO energy ... 1.2160 eV

```
! wB97M-V def2-TZVPD RIJCOSX def2/J DEFGRID3
* xyz 0 1
C 1.63 -0.79 -0.04
C -0.06 0.94 0.25
C -1.18 0.28 -0.52
C -2.16 -0.42 0.06
H 1.69 -1.02 1.03
H 0.89 -1.48 -0.46
H 2.61 -1.01 -0.49
H 1.96 1.21 -0.01
H -0.15 0.69 1.32
H -0.17 2.03 0.16
H -1.15 0.43 -1.59
H -2.96 -0.87 -0.52
H -2.18 -0.56 1.15
N 1.23 0.57 -0.33
*
```

Mulliken atomic charge list, values in e, 2 entries:
1. C -0.87
2. C -0.45

- What is the formula in the first record?
  C4H9INO

- Among the records above, which one has the lowest ΔE to the lowest compared entry with this formula, charge and spin?
  number 12

- Look up the maximum force of the twelfth one.
  0.54 eV/A

Repeat the second record exactly.
The following is a DFT calculation (ωB97M-V with the def2-TZVPD basis set) of a molecular structure, C4H9INO.

Output
ΔE to the lowest compared entry with this formula, charge and spin ... 166.7 kJ/mol
Maximum force ... 3.63 eV/A
Gap between HOMO and LUMO ... 9.6 eV
Energy ... -15923.2165 eV
LUMO energy ... -4.7445 eV

```
! wB97M-V def2-TZVPD RIJCOSX def2/J DEFGRID3
* xyz 1 1
C -0.12 1.35 -1.61
C -0.05 -1.78 0.81
C -0.24 -0.98 -0.46
C -0.48 0.53 -0.37
N 0.82 1.21 0.97
O 0.62 2.29 -1.70
I -2.40 1.12 0.28
H -0.63 0.94 -2.63
H -0.30 -2.81 0.58
H -0.76 -1.56 1.55
H 0.91 -1.70 1.21
H -1.22 -1.35 -0.89
H 0.74 -1.13 -1.15
H 1.70 1.35 0.41
H 0.94 0.41 1.52
H 0.47 2.11 1.46
*
```

Mulliken atomic charge list, values in e, 2 entries:
1. C -0.05
2. C -1.48